Formula: C26H53F7N3O10P
Source: OMol25
Level of theory: ωB97M-V with the def2-TZVPD basis set

Computed properties:
**Spin multiplicity**: 1
**Structure (SMILES)**: CC[C@@H](F)[C@@](C#N)(C(=O)C(F)(F)C(F)(F)C(F)(F)C(=O)O)[C@H](C#N)[PH2]=N.CCO.CCO.CCO.CCO.CCO.CCO.CCO
**E_HOMO**: -9.2 eV
**Total charge**: 0
**Molecular weight**: 731.68 g/mol

The geometry in XYZ format:
```
100
C26H53F7N3O10P, DFT ωB97M-V with the def2-TZVPD basis set
O -6.326 0.952 6.780
O 2.576 -2.235 -1.011
H 7.348 -9.877 -3.023
F 3.007 3.001 -4.729
H 2.514 -4.626 0.185
C 1.893 -2.559 0.196
H 2.917 -0.544 -2.067
C 5.648 -1.300 2.280
C 3.018 0.969 -3.375
O -0.132 0.861 -3.456
C 2.540 -3.760 0.853
C 1.788 1.034 -5.793
H 3.591 -3.557 1.071
H 5.790 -0.452 4.261
O -5.369 2.428 1.660
H 6.309 -1.576 1.455
H 4.376 -2.219 3.432
H 0.747 5.909 -2.213
C -0.333 3.897 -1.945
C -0.389 1.728 -4.341
H 2.030 -4.018 1.784
H -5.024 4.044 10.448
H 4.911 -0.582 1.906
H 1.939 -1.690 0.856
H 5.693 -8.010 -3.230
C -1.212 4.081 -3.292
H -8.103 2.330 8.231
F 2.267 1.164 -7.151
H -3.622 3.345 9.615
H -0.133 2.809 -1.660
H 5.789 -10.340 -2.305
C -2.691 1.822 -3.118
C -4.963 2.155 2.995
H -0.926 4.381 -1.075
C -4.642 4.896 8.504
F -0.546 5.003 -4.205
C -2.468 3.124 -5.330
H -8.234 0.198 6.897
H 2.522 -3.006 -1.592
H -6.338 3.567 3.872
C 6.446 -0.710 3.425
H -3.891 1.930 2.997
C -3.202 0.554 -3.984
C -4.636 3.733 9.475
H -5.109 2.406 8.130
H 6.979 0.189 3.106
H 4.086 -3.628 -3.276
N -4.466 2.790 -1.072
N -2.832 3.470 -6.422
F -0.454 1.244 -6.724
H 6.504 -4.261 -3.579
F 1.481 -0.337 -5.620
H 3.623 -5.316 -3.573
H 6.269 -10.947 -3.906
H -4.966 3.141 4.919
H 0.842 -2.759 -0.037
H -9.323 2.463 6.945
O -5.463 2.683 8.987
H 1.627 4.436 -3.024
C -7.718 1.082 6.510
H -5.470 2.084 -3.195
N -3.478 -0.287 -4.799
C 0.410 1.853 -5.734
C -8.255 2.347 7.148
H -5.365 2.317 -0.833
O 4.966 -2.473 2.709
O 6.321 -8.551 -5.099
O 2.809 -0.379 -3.043
H 5.315 -4.396 -1.487
H 6.032 -5.927 -3.875
P -4.308 2.787 -2.685
H 6.267 -9.320 -5.682
H -4.275 4.583 7.522
H 1.625 4.646 -1.148
F 0.551 3.217 -6.177
C 5.644 -8.878 -3.891
H -5.659 5.270 8.360
C 4.418 -4.669 -3.193
H -4.015 5.713 8.870
H -7.726 3.224 6.766
C 2.960 1.592 -4.852
H -4.267 4.147 -3.133
H -2.173 4.643 -2.971
H 5.558 -4.662 -5.030
H -6.218 0.917 7.741
C -1.650 2.705 -3.991
H -4.748 4.236 3.535
H -2.243 1.512 -2.115
C 1.015 4.788 -2.106
H -5.502 1.269 3.338
O 3.324 1.771 -2.435
H -7.852 1.112 5.427
H -4.881 3.207 1.359
H 7.171 -1.436 3.801
F 4.203 1.210 -5.490
H 4.593 -9.079 -4.121
C 6.296 -10.081 -3.238
C -5.269 3.340 3.888
O 4.617 -4.978 -1.818
C 5.699 -4.891 -3.971
```

Results of the Mulliken charge analysis, in e, for atoms 1 through 6: number 1, O, carries -0.517; number 2, O, carries -0.386; number 3, H, carries 0.296; number 4, F, carries -0.219; number 5, H, carries 0.356; number 6, C, carries -0.349


Formula: C26H53FN7O8P3
Source: OMol25
Level of theory: ωB97M-V with the def2-TZVPD basis set

Computed properties:
**Spin multiplicity**: 1
**Structure (SMILES)**: [H]/N=C(/C)CP(CCP(=O)(OCC)OCC)(COCOCCO)(C[C@H](C)F)P(=N)(O)O.CC#N.CC#N.CC#N.CC#N.CC#N
**E_HOMO**: -8.3 eV
**Total charge**: 0
**Molecular weight**: 703.67 g/mol

The geometry in XYZ format:
```
98
C26H53FN7O8P3, DFT ωB97M-V with the def2-TZVPD basis set
N 1.056 -6.849 2.464
C -1.300 -0.961 -1.586
H -1.000 -7.809 3.618
C -6.581 4.419 1.149
H 10.268 5.439 -3.421
C -2.068 -7.864 3.832
H -0.554 -5.865 2.003
H 0.831 -0.037 -2.549
H -2.427 -6.871 4.107
H -2.803 1.084 2.796
C 8.962 4.428 -2.085
H 1.755 -8.694 -0.044
H -4.276 1.299 1.632
H -4.077 -0.227 2.669
O 4.281 1.414 0.267
C 1.618 -7.299 1.552
H 5.683 0.162 2.501
C -2.312 -8.820 4.950
H 6.410 -0.443 0.887
H -1.659 -4.754 -0.449
H 6.889 2.814 -2.684
H -0.622 3.126 -3.348
O 3.932 1.004 -2.499
H -3.760 -0.954 -3.457
H 3.992 -0.655 -0.054
H -4.063 6.174 4.243
O 2.962 3.120 -1.144
H -5.458 5.142 4.625
H 8.890 6.406 -2.854
C 0.601 0.869 -1.919
P 3.262 1.620 -1.084
O 0.352 -3.932 -0.490
H -2.182 0.388 -3.598
H 0.247 -4.222 1.981
H 5.305 -1.499 1.853
C 2.337 -7.876 0.381
H 1.745 -0.286 -0.357
C -1.570 0.873 0.482
N 8.772 3.660 -1.235
P -1.245 0.933 -1.382
H -1.902 1.913 0.815
C -3.543 0.595 2.109
H -3.426 -0.449 0.154
C 4.191 0.068 0.806
F -2.162 -1.310 1.567
C -4.000 0.608 -2.369
H -5.775 6.380 0.944
H 3.280 0.035 1.486
C 9.206 5.414 -3.176
C -0.198 -2.964 -1.366
P -1.135 3.183 -1.235
C -0.635 -4.858 0.010
H -2.361 -3.767 1.446
C -4.371 5.173 4.545
H -5.087 0.866 -0.386
H 0.577 -2.804 -2.192
H -0.994 -1.211 -2.663
C -3.911 4.177 3.537
H 2.482 -7.108 -0.379
H 8.641 5.129 -4.064
H -2.626 2.098 -3.223
H -2.977 4.214 -1.646
H -5.949 5.487 -0.581
N -3.541 3.390 2.752
H -2.595 -8.197 2.938
H 0.913 1.774 -2.515
H -2.330 -1.426 -1.460
N -7.284 3.657 1.672
N -4.469 -0.509 -2.860
H -0.080 3.251 0.711
C -4.970 1.377 -1.391
H -1.147 -3.283 -1.890
H 1.232 1.339 0.247
O 0.074 3.699 -0.143
O -2.627 3.883 -0.793
H -0.653 0.639 1.110
C -5.679 5.402 0.472
C 1.601 0.795 -0.664
O -1.905 -4.288 2.129
N -0.742 3.865 -2.644
N -2.502 -9.565 5.820
C 5.911 2.603 -2.167
H -4.717 2.463 -1.247
H -0.269 -5.907 -0.251
C 5.384 1.151 -2.527
C -2.707 -0.126 0.955
H 3.309 -8.255 0.695
H 6.120 2.681 -1.054
H -6.008 1.351 -1.856
O -0.376 -1.673 -0.726
C 5.493 -0.416 1.553
C -0.650 -4.796 1.608
C -2.537 1.071 -2.759
H -4.642 5.068 0.549
H 5.817 0.826 -3.512
H 5.789 0.448 -1.735
H 5.205 3.440 -2.423
H -3.935 4.943 5.517
```

Results of the Mulliken charge analysis, in e, for atoms 1 through 6: number 1, N, carries -0.537; number 2, C, carries -2.168; number 3, H, carries 0.091; number 4, C, carries 0.327; number 5, H, carries 0.292; number 6, C, carries -0.382


Number 1: orbital gap 7.74 eV, lowest unoccupied orbital energy -1.501 eV. Number 2: orbital gap 8.59 eV, lowest unoccupied orbital energy 0.276 eV.